A.
A 2-piece molecular cluster, C4H8NOS overall, computed with the ωB97M-V functional and the def2-TZVPD basis.

```
15
Properties=species:S:1:pos:R:3:nbo_charge:R:1
C -0.49 0.39 0.38 0.6895
C 0.21 -1.86 -0.16 -0.6046
C 0.15 2.79 -0.05 -0.4938
C -0.86 -0.96 0.48 -0.6208
N -0.25 1.52 0.17 -0.2334
O -3.23 -0.27 -0.78 -0.7448
S -4.35 -0.35 0.15 0.7842
H 1.13 -1.29 -0.50 0.2369
H 0.45 -2.68 0.64 0.2562
H -0.37 -2.34 -1.06 0.2475
H 1.25 2.93 -0.24 0.2751
H -0.10 3.49 0.79 0.2729
H -0.41 3.32 -0.92 0.2775
H -1.02 -1.22 1.59 0.3011
H -1.88 -1.14 -0.11 0.3563
```

**Kohn-Sham gap (alpha / beta)**: 7.765 / 7.786 eV
**E_LUMO (alpha / beta)**: -5.297 / -5.284 eV
**Molar mass**: 118.18 g/mol
**Total charge**: +1

=====

B.
An isolated ion of composition C4H8NOS and charge +1, computed with the ωB97M-V functional and the def2-TZVPD basis.

```
15
Properties=species:S:1:pos:R:3:nbo_charge:R:1
C 0.56 -0.13 -2.17 -0.2950
C -0.37 -0.31 -1.23 -0.2339
C -0.12 0.36 0.19 0.0330
C 0.11 -0.51 1.55 0.2026
N -0.51 -0.07 2.65 -0.6906
O -0.89 1.40 0.63 -0.7043
S 1.15 -1.87 1.62 0.2058
H 0.35 -0.66 -3.05 0.2297
H 1.45 0.39 -1.96 0.2169
H -1.23 -0.87 -1.20 0.2184
H 0.88 0.76 0.23 0.2007
H -1.25 0.65 2.53 0.4662
H -0.07 -0.28 3.55 0.4385
H -1.61 1.53 -0.05 0.5099
H 1.76 -1.64 0.31 0.2021
```

**Kohn-Sham gap**: 10.251 eV
**E_LUMO**: -4.521 eV
**Molar mass**: 118.18 g/mol
**Total charge**: +1

=====

C.
A 2-piece molecular cluster, C4H8NOS overall, computed with the ωB97M-V functional and the def2-TZVPD basis.

```
15
Properties=species:S:1:pos:R:3:nbo_charge:R:1
C -1.09 0.65 -0.69 0.0848
C -2.10 -1.54 -1.55 -0.5855
C 2.36 0.83 2.06 -0.5087
C -0.88 -0.67 -1.00 -0.6557
N 1.30 1.18 1.14 0.1266
O 1.46 2.25 0.62 -0.2845
S -1.16 2.12 -0.35 0.6747
H -3.08 -1.07 -1.53 0.2409
H -1.96 -1.52 -2.67 0.2506
H -2.20 -2.38 -0.92 0.2531
H 2.56 -0.16 1.74 0.2286
H 1.93 0.89 3.09 0.2545
H 3.23 1.52 1.98 0.2317
H -0.08 -0.88 -1.83 0.3472
H -0.29 -1.23 -0.11 0.3417
```

**Kohn-Sham gap**: 7.767 eV
**E_LUMO**: -5.621 eV
**Molar mass**: 118.18 g/mol
**Total charge**: +1

=====

D.
An isolated ion of composition C4H8NOS and charge +1, computed with the ωB97M-V functional and the def2-TZVPD basis.

```
15
Properties=species:S:1:pos:R:3:nbo_charge:R:1
C -0.92 -0.48 0.52 0.5320
C 1.06 1.03 0.56 0.2407
C 2.49 0.63 0.39 -0.6759
C -2.31 -1.56 -0.98 -0.3028
N 0.18 0.08 0.85 -0.4596
O -1.24 -0.71 -0.80 -0.4481
S 0.53 2.63 0.51 0.2641
H -1.62 -1.08 1.12 0.2176
H 2.93 1.17 -0.52 0.2729
H 2.31 -0.48 0.13 0.2596
H 2.93 0.76 1.33 0.2735
H -2.19 -2.59 -0.63 0.2101
H -2.45 -1.69 -2.04 0.2335
H -3.36 -1.07 -0.63 0.2056
H 1.64 3.34 0.19 0.1767
```

**Kohn-Sham gap**: 10.196 eV
**E_LUMO**: -4.711 eV
**Molar mass**: 118.18 g/mol
**Total charge**: +1

=====

B is the most stable structure; the next one sits 21.0 kJ/mol above it.

=====

A.
One molecule with the formula C9H9NO, computed with the ωB97M-V functional and the def2-TZVPD basis.

```
20
Properties=species:S:1:pos:R:3:nbo_charge:R:1
C 1.21 -0.67 2.19 -0.6398
C 1.29 -0.76 0.63 0.1021
O 0.86 -2.41 0.17 -0.3689
N -0.38 -2.71 -0.02 -0.0151
C -1.23 -1.81 -0.37 -0.0793
C -0.86 -0.46 -0.59 -0.0722
C -1.78 0.54 -1.04 -0.1729
C -1.45 1.89 -1.34 -0.2018
C -0.08 2.25 -1.26 -0.2027
C 0.79 1.34 -0.65 -0.2084
C 0.44 0.06 -0.27 -0.0908
H 1.73 -1.65 2.58 0.2463
H 0.20 -0.46 2.39 0.2182
H 1.80 0.22 2.32 0.2198
H 2.45 -0.93 0.49 0.2193
H -2.22 -2.00 -0.53 0.1919
H -2.76 0.07 -1.16 0.2063
H -2.11 2.58 -1.61 0.2069
H 0.20 3.33 -1.48 0.2252
H 1.90 1.57 -0.43 0.2160
```

**Kohn-Sham gap (alpha / beta)**: 8.618 / 8.618 eV
**E_LUMO (alpha / beta)**: 0.210 / 0.209 eV
**Molar mass**: 147.18 g/mol
**Total charge**: 0
**SMILES string**: C[C@H]1ON=Cc2ccccc21

=====

B.
One molecule with the formula C9H9NO, computed with the ωB97M-V functional and the def2-TZVPD basis.

```
20
Properties=species:S:1:pos:R:3:nbo_charge:R:1
C 0.68 -0.87 -2.47 -0.2072
C -0.66 -0.65 -2.79 -0.2200
C 1.26 -0.48 -1.19 -0.1726
C -1.53 -0.12 -1.74 -0.1949
C 0.40 0.00 -0.21 -0.1575
C -0.99 0.17 -0.48 0.1215
C -1.34 1.67 1.26 0.0959
C 0.88 0.33 1.12 0.3726
C 0.28 -0.28 2.45 -0.6888
N -1.76 0.83 0.46 -0.4483
O 2.12 0.96 1.23 -0.6881
H 1.23 -1.37 -3.26 0.2137
H -1.10 -1.04 -3.69 0.2174
H 2.24 -0.69 -0.92 0.2124
H -2.61 0.01 -1.81 0.2265
H -2.00 2.35 1.76 0.1762
H 0.95 -0.76 3.04 0.2063
H -0.46 -1.05 2.40 0.2319
H -0.26 0.56 3.00 0.2306
H 2.66 0.43 1.81 0.4724
```

**Kohn-Sham gap (alpha / beta)**: 7.175 / 7.839 eV
**E_LUMO (alpha / beta)**: 0.168 / 0.130 eV
**Molar mass**: 147.18 g/mol
**Total charge**: 0

=====

A is the most stable structure; the next one sits 59.5 kJ/mol above it.

=====

A.
One molecule with the formula C6H10OS, computed with the ωB97M-V functional and the def2-TZVPD basis.

```
18
Properties=species:S:1:pos:R:3:nbo_charge:R:1
C -2.28 -0.19 0.50 -0.6141
C -0.85 -0.18 -0.07 -0.0454
C -0.32 1.09 -0.75 -0.4089
C 1.19 0.88 -0.71 -0.4294
C 1.51 -0.12 0.46 0.0915
O 2.63 -0.94 0.14 -0.7154
C 0.23 -0.95 0.59 -0.3600
S -0.37 -1.76 -0.90 0.0597
H -3.07 0.12 -0.16 0.2223
H -2.18 0.54 1.36 0.2081
H -2.52 -1.20 0.91 0.2256
H -0.60 1.96 -0.06 0.1978
H -0.68 1.33 -1.69 0.2232
H 1.66 1.83 -0.61 0.2143
H 1.49 0.51 -1.67 0.2241
H 1.76 0.42 1.39 0.1892
H 2.28 -1.76 -0.22 0.4716
H 0.11 -1.57 1.50 0.2456
```

**Kohn-Sham gap**: 9.667 eV
**E_LUMO**: 0.809 eV
**Molar mass**: 130.21 g/mol
**Total charge**: 0
**SMILES string**: C[C@@]12CC[C@H](O)[C@@H]1S2

=====

B.
One molecule with the formula C6H10OS, computed with the ωB97M-V functional and the def2-TZVPD basis.

```
18
Properties=species:S:1:pos:R:3:nbo_charge:R:1
C 2.39 -1.29 0.28 -0.3846
C 1.26 -1.02 -0.36 -0.1712
C 0.24 0.00 0.05 -0.3739
C 0.31 1.16 -0.96 -0.0430
O -0.69 2.11 -0.57 -0.7289
C -1.21 -0.60 0.12 0.0268
C -2.03 -0.15 1.24 -0.7155
S -1.70 -1.67 -1.04 0.0084
H 2.72 -0.80 1.24 0.1964
H 3.10 -1.96 -0.21 0.2021
H 1.11 -1.44 -1.30 0.2116
H 0.47 0.51 1.00 0.2170
H 1.32 1.64 -0.95 0.1788
H 0.07 0.72 -1.96 0.1741
H -0.59 2.84 -1.19 0.4726
H -3.03 -0.50 1.07 0.2350
H -1.63 -0.50 2.20 0.2402
H -2.10 0.94 1.34 0.2542
```

**Kohn-Sham gap**: 8.613 eV
**E_LUMO**: 0.038 eV
**Molar mass**: 130.21 g/mol
**Total charge**: 0
**SMILES string**: C=C[C@@H](CO)C(C)=S

=====

A is the most stable structure; the next one sits 91.8 kJ/mol above it.